[1]
47
Properties=species:S:1:pos:R:3 method="wB97M-V/def2-TZVPD" gap_ev=6.2191 lumo_ev=2.29 charge=-1 de_lowest_kcal_mol=17.76
Au 0.37952 0.23981 -0.55745
Cl 4.93949 4.25515 3.42623
C 4.12869 3.21209 2.26752
C 4.67945 1.93163 1.99483
C 4.11372 1.14307 1.04563
C 2.99478 1.59204 0.24751
O 2.62000 0.93239 -0.74988
C 2.33437 2.79899 0.69666
C 0.99102 3.11783 0.39167
N 0.14616 2.44506 -0.34669
C -1.15151 2.91824 -0.46861
C -1.45297 4.25153 -0.65456
C -2.78599 4.70354 -0.72361
C -3.83645 3.84354 -0.58806
C -3.57921 2.46170 -0.41737
C -4.60100 1.50337 -0.22699
C -4.28402 0.19075 -0.04715
C -2.92776 -0.19628 -0.11594
N -1.96478 0.66406 -0.29383
C -2.24889 1.98822 -0.39971
C 2.98351 3.61556 1.66761
H 5.53414 1.59008 2.56547
H 4.50265 0.15814 0.81848
H 0.58326 3.97243 0.94587
H -0.63783 4.95779 -0.75111
H -2.97428 5.76059 -0.87024
H -4.85938 4.20159 -0.59180
H -5.63507 1.83074 -0.22112
H -5.05187 -0.55754 0.10156
H -2.63498 -1.24090 -0.06549
H 2.53843 4.56742 1.93801
O -1.03352 -2.24822 -2.25056
C -0.18746 -2.65521 -1.47198
N 0.71904 -1.89781 -0.79040
S 1.58074 -2.75722 0.29176
O 2.99184 -2.70589 0.02973
O 1.14728 -2.47254 1.63648
C 0.93742 -4.33778 -0.19610
C 1.26251 -5.60495 0.24595
C 0.56415 -6.67412 -0.30387
C -0.42722 -6.46225 -1.26140
C -0.73543 -5.17707 -1.69272
C -0.03284 -4.11950 -1.14798
H 2.03389 -5.75842 0.99029
H 0.79339 -7.68295 0.01674
H -0.95687 -7.31051 -1.67804
H -1.50013 -4.98817 -2.43537

[2]
51
Properties=species:S:1:pos:R:3 method="wB97M-V/def2-TZVPD" gap_ev=4.0082 lumo_ev=-0.19 charge=-1 de_lowest_kcal_mol=38.12
Pd 0.89938 0.50177 -1.43748
C -1.58026 -1.69423 1.73254
C -1.04016 -0.62378 0.81350
N 0.19071 -0.57507 0.46493
N 1.05685 -1.50087 1.06619
C 2.25463 -1.25735 0.69625
S 2.82870 -0.05833 -0.43316
S 3.58765 -2.20341 1.40139
C 2.89479 -2.58024 3.04061
C 2.88117 -1.39829 3.97354
C 4.01476 -1.07006 4.71488
C 4.03721 0.05930 5.51852
C 2.92089 0.88545 5.58763
C 1.78347 0.56157 4.86222
C 1.76102 -0.57644 4.06480
C -1.95001 0.40761 0.28856
C -3.31948 0.14041 0.20577
C -4.22692 1.06044 -0.28654
C -3.74486 2.31040 -0.69828
C -2.40617 2.61983 -0.61216
C -1.44088 1.69193 -0.11187
O -0.19981 2.00106 -0.05863
H -0.78764 -2.08745 2.36192
H -1.97498 -2.52731 1.14267
H -2.38752 -1.30055 2.34812
H 3.54117 -3.37116 3.42460
H 1.89713 -2.98030 2.87730
H 4.89232 -1.70667 4.65308
H 4.92778 0.29962 6.08726
H 2.94390 1.78283 6.19390
H 0.90988 1.20094 4.90366
H 0.87569 -0.81888 3.49042
H -3.68098 -0.83507 0.51684
H -5.28145 0.82016 -0.35073
H -4.43957 3.04758 -1.09155
H -2.02510 3.58302 -0.93361
Br -2.90118 -1.36984 -7.25229
C -2.15516 -0.39853 -5.83650
C -2.12768 1.10543 -5.95713
Br -2.89991 1.87146 -7.48177
C -1.57552 1.88296 -5.02183
Br -1.48270 3.74325 -5.09547
C -0.96040 1.27052 -3.80821
O -0.37983 1.89922 -2.96762
C -1.10815 -0.24809 -3.62820
O -0.78766 -0.73674 -2.57897
C -1.67502 -1.03169 -4.76281
Br -1.68526 -2.87947 -4.51505
S 4.30648 0.46481 -4.59638
C 2.91821 0.35686 -3.74612
N 1.90047 0.26142 -3.16878

[3]
60
Properties=species:S:1:pos:R:3 method="wB97M-V/def2-TZVPD" gap_ev=7.0824 lumo_ev=3.10 charge=-2 de_lowest_kcal_mol=24.39
Y -0.49437 1.42813 -1.07385
S -0.20671 1.82136 1.60959
C 1.44777 1.32895 1.91471
C 1.78194 1.01412 3.23558
C 3.06645 0.64787 3.61086
C 3.34957 0.35840 4.98239
N 3.57125 0.14256 6.09051
C 4.07055 0.58143 2.63211
C 3.75010 0.88554 1.31704
C 2.46151 1.26268 0.92651
S 2.22360 1.66235 -0.76310
C 5.41246 0.21781 2.96435
N 6.49985 -0.06189 3.21549
H 1.00817 1.06315 3.98963
H 4.52251 0.83903 0.56117
O -0.42517 -0.23075 -3.86218
P -1.18376 1.18029 -4.11294
O -1.42668 1.47776 -5.52420
O -0.38695 2.10959 -3.19661
O -2.54286 0.87470 -3.28862
P -3.51113 1.75023 -2.30496
O -3.44107 3.22403 -2.93942
O -4.85692 1.17879 -2.27871
O -2.67590 1.83161 -1.03203
H -0.74471 -0.91021 -4.46965
H -4.08923 3.32192 -3.64802
Br -1.04835 8.14211 -1.28499
C -0.19856 7.26742 0.16864
C 0.08165 8.03587 1.28984
C 0.69882 7.45568 2.38532
C 1.03441 6.10969 2.35362
C 0.75651 5.35117 1.23091
C 0.13239 5.91931 0.12401
I -0.24120 4.71592 -1.54083
H -0.18919 9.08220 1.29747
H 0.91258 8.05776 3.25880
H 1.51148 5.63689 3.20168
H 0.99729 4.29606 1.20945
O -4.31484 -6.87066 -1.46594
S -3.35905 -7.95257 -1.34809
O -3.66618 -8.93633 -0.32584
O -2.89827 -8.50552 -2.61183
C -1.84190 -7.14997 -0.71776
N -0.88197 -7.96107 -0.26618
C 0.22364 -7.38323 0.16867
C 0.41426 -6.00861 0.15550
C -0.62960 -5.25730 -0.36387
N -1.75481 -5.82780 -0.78633
C -0.56711 -3.77485 -0.46473
C -1.73925 -3.03102 -0.55568
C -1.65305 -1.65418 -0.64594
N -0.48073 -1.00308 -0.66822
C 0.64696 -1.71780 -0.59853
C 0.64508 -3.09278 -0.48799
H 0.99647 -8.04144 0.55551
H 1.32020 -5.56751 0.54507
H -2.69786 -3.53065 -0.56721
H -2.54704 -1.04356 -0.71229
H 1.56653 -1.14464 -0.63827
H 1.59044 -3.61494 -0.44964

[4]
58
Properties=species:S:1:pos:R:3 method="wB97M-V/def2-TZVPD" gap_ev="5.6673 / 5.6688" lumo_ev="1.17 / 1.17" charge=-1 de_lowest_kcal_mol=18.03
Mo -0.94116 -1.74367 0.39436
C -1.28913 2.88805 2.95424
N -1.89975 2.65994 1.65873
C -2.15145 3.62167 0.70012
C -2.57386 2.98449 -0.40021
N -2.58781 1.61801 -0.11235
C -2.12530 1.42806 1.15753
S -1.88589 0.01712 2.02094
C -2.82262 0.66572 -1.13998
C -3.73125 1.02414 -2.12313
C -3.79498 0.26652 -3.28084
C -2.95663 -0.81696 -3.41234
C -2.15448 -1.16373 -2.33851
N -2.09909 -0.45255 -1.20334
H -1.26125 3.96048 3.13150
H -0.28076 2.47491 2.95785
H -1.87138 2.40117 3.73304
H -1.98623 4.66753 0.88527
H -2.81011 3.35987 -1.37691
H -4.36305 1.88856 -1.98408
H -4.48691 0.54087 -4.06668
H -2.95175 -1.44056 -4.29411
H -1.52566 -2.04453 -2.37195
Cl 3.05886 -2.66104 5.99162
C 1.78780 -2.72793 4.81785
C 0.62115 -3.43841 5.10927
Cl 0.44084 -4.25738 6.62254
C -0.40578 -3.48471 4.16543
Cl -1.88108 -4.32663 4.46198
C -0.23483 -2.83653 2.95794
O -1.17130 -2.76788 1.99998
C 0.92774 -2.11841 2.64051
O 0.92034 -1.54833 1.49081
C 1.94681 -2.06673 3.60563
Cl 3.36480 -1.15641 3.22969
I -3.91271 -3.74774 -1.30594
C -3.01783 -2.53298 0.28489
H -3.10672 -3.22442 1.11523
H -3.77535 -1.75848 0.40782
I 0.15697 -3.83628 -1.04327
O 0.18865 1.56622 -0.21392
C 0.75657 0.61362 -0.73869
O 0.42150 -0.61742 -0.73940
C 2.06996 0.85099 -1.46291
C 2.80596 -0.21405 -1.97147
C 3.99796 0.06311 -2.61391
C 4.49776 1.34114 -2.77552
C 3.72928 2.36407 -2.25692
C 2.53212 2.15055 -1.60268
N 4.21988 3.75202 -2.41497
O 3.52256 4.64822 -1.98906
O 5.27990 3.91482 -2.98243
N 4.79374 -1.05889 -3.16973
O 5.86823 -0.78606 -3.67160
O 4.31880 -2.16814 -3.10776
H 2.44359 -1.22773 -1.85392
H 5.43176 1.52632 -3.27853
H 1.95253 2.96644 -1.19772

[5]
53
Properties=species:S:1:pos:R:3 method="wB97M-V/def2-TZVPD" gap_ev=8.6690 lumo_ev=-0.50 de_lowest_kcal_mol=0.00
Co -0.09066 0.06220 -0.90087
O 1.11071 0.61040 -4.44479
S 1.04784 -0.06967 -3.19290
O -0.25503 -0.71859 -2.85102
O 1.31861 0.80791 -2.00500
C 2.26591 -1.36452 -3.21989
C 3.12121 -1.34600 -4.31158
C 4.11982 -2.30034 -4.43980
C 4.26540 -3.27182 -3.46766
C 3.41128 -3.29373 -2.37324
C 2.40182 -2.35357 -2.23698
S 1.34397 -2.58751 -0.80212
O 0.09499 -3.12506 -1.27740
O 2.10461 -3.38402 0.11586
O 1.17509 -1.20006 -0.22921
H 2.99412 -0.57449 -5.05687
H 4.77857 -2.27489 -5.29727
H 5.04382 -4.01858 -3.55160
H 3.52059 -4.04298 -1.60243
F 2.34287 1.76446 3.45199
C 1.40020 1.94872 2.51409
C 1.23390 0.98576 1.53616
C 0.25345 1.19033 0.57887
C -0.53199 2.34979 0.59584
C -0.30825 3.28178 1.60453
F -1.03502 4.41738 1.65083
C 0.64613 3.10439 2.57918
C -1.47845 2.47816 -0.50941
C -2.43001 3.47949 -0.68604
C -3.25138 3.44063 -1.79565
C -3.10973 2.41459 -2.71624
C -2.14997 1.45137 -2.48590
N -1.36060 1.47840 -1.40777
H 1.86271 0.10712 1.52437
H 0.80454 3.84170 3.35206
H -2.51422 4.26959 0.04090
H -3.99758 4.21025 -1.94255
H -3.72395 2.35548 -3.60277
H -1.97469 0.64118 -3.17829
F -3.84930 -4.36855 2.62045
C -4.37035 -3.62107 1.63969
F -5.38332 -2.91324 2.17142
F -4.89464 -4.44694 0.72698
C -3.33960 -2.69808 1.03950
C -3.32894 -2.43826 -0.31750
C -2.38364 -1.55702 -0.80572
N -1.50296 -0.94443 -0.01407
C -1.50018 -1.21376 1.29419
C -2.40834 -2.08403 1.86066
H -4.01824 -2.92262 -0.99250
H -2.29732 -1.35618 -1.86424
H -0.74007 -0.72737 1.88646
H -2.37288 -2.28557 2.92144

[6]
45
Properties=species:S:1:pos:R:3 method="wB97M-V/def2-TZVPD" s_squared=0.76 gap_ev="8.0537 / 6.1471" lumo_ev="-0.01 / -2.37" de_lowest_kcal_mol=9.21 multiplicity=2
Ag 0.27219 0.48239 -2.43080
Cl -0.57484 2.64457 -4.23645
C 0.76403 3.23842 -3.29900
C 1.45594 2.31150 -2.53486
C 2.55343 2.77257 -1.82420
Cl 3.51962 1.63800 -0.95398
C 2.91511 4.11980 -1.82560
Cl 4.26362 4.66023 -0.90786
C 2.17827 5.02979 -2.58309
Cl 2.60411 6.69434 -2.58659
C 1.10233 4.58479 -3.34955
Cl 0.21255 5.68798 -4.32412
C 2.50057 -1.99797 -0.64023
Ge 0.76937 -1.05291 -0.44897
C 0.88661 0.05795 1.18796
C 1.42734 -0.47059 2.35517
C 1.53888 0.30653 3.49943
C 1.10978 1.62528 3.48877
C 0.56094 2.16320 2.33281
C 0.45284 1.38121 1.19434
C -0.62142 -2.42856 -0.10997
C -0.27119 -3.75474 -0.15111
C -1.20843 -4.77097 0.12035
C -2.49950 -4.45071 0.42685
C -2.91394 -3.09867 0.47258
C -4.24539 -2.74090 0.78963
C -4.63575 -1.43252 0.81428
C -3.71019 -0.41520 0.50952
C -2.41852 -0.73307 0.20029
C -1.97011 -2.07531 0.18411
H 2.72873 -2.54578 0.27461
H 3.28459 -1.26164 -0.81080
H 2.49242 -2.69214 -1.47990
H 1.76324 -1.50232 2.37508
H 1.96365 -0.11632 4.40117
H 1.20787 2.23575 4.37724
H 0.23094 3.19448 2.31641
H 0.03523 1.80817 0.28698
H 0.74828 -4.03752 -0.38748
H -0.89495 -5.80654 0.08581
H -3.22650 -5.22720 0.63319
H -4.95401 -3.52897 1.01623
H -5.65630 -1.16956 1.06017
H -4.02903 0.61906 0.52239
H -1.71246 0.05409 -0.04082

[7]
45
Properties=species:S:1:pos:R:3 method="wB97M-V/def2-TZVPD" gap_ev=7.1894 lumo_ev=-1.55 de_lowest_kcal_mol=11.02
Au -0.19939 0.06356 -0.70641
I -0.96469 0.03872 2.30210
C -0.45006 2.04515 2.03808
C -0.40128 2.77639 3.19020
C -0.11143 4.15597 3.15973
C 0.09062 4.77617 1.96923
C 0.01989 4.05747 0.75092
C 0.15616 4.75313 -0.47711
C 0.04100 4.11100 -1.66750
C -0.15223 2.71080 -1.69212
C -0.24182 2.03175 -0.51723
C -0.21583 2.65117 0.76246
H -0.60033 2.29726 4.13847
H -0.07554 4.71194 4.08708
H 0.29947 5.83812 1.92650
H 0.32913 5.82154 -0.44191
H 0.12073 4.65079 -2.60167
H -0.22866 2.19508 -2.63877
C 4.56554 0.34466 -0.49913
C 3.91058 0.14603 -1.70496
C 2.53178 -0.01676 -1.73231
C 1.79344 -0.00091 -0.54588
C 2.46561 0.17846 0.66420
C 3.84330 0.34490 0.68613
H 5.63650 0.50129 -0.48315
H 4.47040 0.12283 -2.63150
H 2.03888 -0.17733 -2.68450
H 1.91746 0.17031 1.59766
H 4.35097 0.48407 1.63222
O -4.07793 -0.78313 -0.20509
C -2.98662 -1.07209 -0.63666
O -2.15946 -0.23595 -1.20761
C -2.52629 -2.52412 -0.55944
C -3.48521 -3.49122 -0.27361
C -3.14293 -4.83056 -0.20400
C -1.82349 -5.18449 -0.41229
C -0.83934 -4.25706 -0.68676
C -1.21161 -2.92545 -0.76581
N -1.44785 -6.61679 -0.34338
O -0.27581 -6.89648 -0.48996
O -2.33587 -7.41957 -0.14713
H -4.50166 -3.16558 -0.10225
H -3.87523 -5.59516 0.00745
H 0.17895 -4.57969 -0.84367
H -0.42982 -2.20619 -1.01064

[8]
52
Properties=species:S:1:pos:R:3 method="wB97M-V/def2-TZVPD" gap_ev=7.1350 lumo_ev=-0.98
C 3.61581 -5.76096 1.83671
O 4.72374 -5.35884 0.95660
B 5.15179 -3.96909 1.20937
O 6.55219 -3.72611 1.62122
C 4.19310 -2.62489 1.01870
C 4.68490 -1.15548 1.56076
C 3.73200 0.18888 1.32030
C 2.25054 0.11922 0.54955
C 1.76885 -1.35828 0.03796
C 2.70083 -2.72774 0.26935
S 0.11175 -1.50524 -0.84509
C -0.82739 0.03622 -0.28024
C -2.49760 0.05328 -0.36986
C -3.40188 1.36804 0.07633
C -5.03377 1.48273 -0.02665
F -5.40772 1.49899 -1.46030
F -5.38763 2.85380 0.50161
C -5.86844 0.41856 0.89896
F -6.05700 1.09666 2.23617
F -5.09341 -0.83607 1.22515
C -7.37654 0.12369 0.33016
F -8.15141 1.38320 0.05004
F -8.14685 -0.55678 1.43766
C -7.45171 -0.87274 -0.96909
F -8.36439 -2.04454 -0.79267
F -8.05446 -0.07524 -2.10224
F -6.14458 -1.35605 -1.47006
C -2.51997 2.65630 0.67360
C -0.85152 2.63781 0.76629
C 0.03791 1.30751 0.27975
N 1.53611 1.43420 0.37050
C 2.14829 2.18678 -0.78937
C 2.71495 1.39404 -2.10836
C 3.43322 2.23401 -3.35196
C 3.59320 3.88534 -3.27572
C 2.99725 4.62210 -1.93705
C 2.28564 3.81898 -0.69428
H 4.00118 -6.68914 2.46323
H 2.71977 -6.09718 1.14138
H 3.35260 -4.82816 2.51455
H 6.90995 -4.49700 2.15415
H 5.73363 -0.97346 2.09777
H 4.15802 1.22893 1.70592
H 2.34564 -3.80925 -0.08495
H -3.10284 -0.88776 -0.77009
H -3.02074 3.65597 1.06558
H -0.27368 3.59592 1.18089
H 2.66969 0.22903 -2.21035
H 3.83626 1.60819 -4.27971
H 4.11971 4.42489 -4.17730
H 3.06760 5.80711 -1.82102
H 1.88749 4.35958 0.26617

[9]
48
Properties=species:S:1:pos:R:3 method="wB97M-V/def2-TZVPD" gap_ev=6.7822 lumo_ev=2.35 charge=-1 de_lowest_kcal_mol=8.80
Bi 1.34121 -0.28913 0.27211
S 3.24141 1.48735 0.43618
C 2.37537 2.77774 -0.36663
C 2.97411 3.41168 -1.45411
C 2.34478 4.45085 -2.10649
C 1.09359 4.88027 -1.68630
C 0.48767 4.26354 -0.60744
C 1.11427 3.21492 0.04883
S 0.33984 2.47954 1.47517
C -1.32055 1.96720 0.81257
C -1.67272 0.70200 1.51662
C -2.12403 0.71442 2.83154
C -2.35496 -0.49490 3.46570
C -2.13507 -1.66775 2.76601
C -1.68337 -1.59083 1.45242
C -1.46408 -2.84765 0.66394
S -0.22756 -2.74143 -0.68106
C -1.19234 -1.96239 -1.96730
C -2.38411 -2.57294 -2.32914
C -3.22497 -2.00261 -3.26396
C -2.83905 -0.81640 -3.87634
C -1.62081 -0.24872 -3.57736
C -0.75465 -0.80541 -2.62533
S 0.79303 -0.04080 -2.41281
N -1.46150 -0.42951 0.85058
H 3.94232 3.05487 -1.77130
H 2.82308 4.92839 -2.95003
H 0.59341 5.69452 -2.19090
H -0.47910 4.60443 -0.26305
H -1.22584 1.81550 -0.26010
H -2.02886 2.76324 1.04090
H -2.26909 1.65138 3.34591
H -2.68495 -0.53105 4.49453
H -2.30089 -2.62812 3.22702
H -2.40535 -3.15883 0.20535
H -1.10876 -3.64649 1.31623
H -2.66114 -3.51395 -1.87283
H -4.16850 -2.47544 -3.50530
H -3.49151 -0.34207 -4.59737
H -1.28987 0.64628 -4.08323
S 1.50021 -1.24243 2.78458
C 2.96666 -2.15233 2.59725
C 3.48701 -2.66813 3.79815
N 3.87659 -3.08561 4.79522
C 3.62382 -2.43597 1.43498
S 3.19076 -1.94712 -0.19485
C 4.77042 -3.24391 1.48885
N 5.69410 -3.92621 1.52261

| no. | electronic energy (a.u.) |
| --- | --- |
| 1 | -2344.2595 |
| 2 | -12893.3608 |
| 3 | -6699.0343 |
| 4 | -4663.1322 |
| 5 | -4124.3834 |
| 6 | -5410.2441 |
| 7 | -1674.4049 |
| 8 | -2411.5450 |
| 9 | -3653.6040 |